Entry from the OMol25 dataset: 10 unconnected molecules or ions with the total composition C33H70NO15 at a distorted geometry (wB97M-V/def2-TZVPD).

```
119
Properties=species:S:1:pos:R:3:forces:R:3:mulliken_charge:R:1
O 13.988000 39.031000 43.803000 -1.0 0.6 -0.6 -0.2710
O 11.590000 38.630000 47.812000 1.1 -2.0 -0.1 -0.5633
O 16.789000 34.932000 41.739000 -4.4 -2.5 -2.7 -0.5267
O 18.891000 38.084000 45.723000 -1.0 -0.4 -3.5 -0.1679
O 16.220000 35.639000 45.169000 -1.0 -3.4 2.5 -0.3629
O 11.726000 39.354000 43.346000 1.1 0.0 1.3 -0.3188
O 16.533000 34.465000 47.102000 0.5 -0.3 -1.8 -0.3272
O 19.138000 41.347000 40.798000 0.5 -2.0 1.1 -0.3480
O 17.512000 36.663000 38.330000 -0.8 1.3 2.7 -0.3301
O 20.328000 39.749000 46.233000 2.0 2.5 -0.7 -0.3631
O 17.638000 40.726000 42.479000 1.6 0.7 -1.8 -0.1713
O 16.889000 37.825000 40.320000 1.1 -1.0 -1.3 -0.3740
O 20.686000 37.582000 42.484000 4.0 -1.1 -1.6 -0.5082
O 16.240000 40.332000 45.317000 -0.2 2.6 0.6 -0.1905
O 13.516000 37.391000 47.922000 -0.8 0.1 1.1 -0.0730
N 16.872000 37.970000 43.355000 3.4 -5.2 1.3 1.1757
C 15.844000 34.764000 46.031000 -0.4 4.0 -2.3 0.7048
C 21.840000 37.198000 42.067000 -3.7 2.3 4.5 0.7832
C 16.696000 37.392000 39.201000 0.7 -0.5 -0.6 0.8052
C 18.624000 42.870000 42.419000 2.2 1.9 -0.4 -1.3541
C 15.419000 37.592000 38.519000 0.1 -6.4 1.8 -1.9301
C 14.423000 34.295000 46.130000 -0.7 0.5 -2.4 -0.9581
C 18.777000 36.221000 38.784000 2.2 1.7 -1.4 0.6460
C 18.927000 33.860000 47.288000 0.1 2.6 4.4 -1.3214
C 15.847000 34.369000 41.015000 4.7 4.2 1.6 0.9113
C 10.604000 41.236000 42.208000 0.1 -8.1 -1.3 -1.5452
C 15.346000 42.603000 44.844000 0.8 -2.7 2.0 -0.7271
C 12.367000 37.407000 44.519000 0.2 1.1 3.9 -0.4926
C 16.146000 41.521000 45.659000 0.3 -1.0 0.1 1.0411
C 20.233000 40.410000 45.010000 1.6 2.5 -1.6 0.7752
C 14.403000 34.312000 41.486000 0.5 -2.1 -2.5 -1.0202
C 11.954000 40.531000 42.535000 -4.2 -1.6 -0.2 -0.2017
C 21.394000 41.382000 44.684000 1.6 -0.7 1.1 -1.3084
C 11.474000 36.332000 48.478000 0.0 2.3 -6.7 -1.4179
C 17.849000 35.038000 47.127000 -2.3 -13.5 12.8 0.3504
C 19.654000 38.698000 46.381000 -2.3 -3.6 6.9 0.7357
C 19.313000 35.446000 37.602000 0.7 -3.1 3.8 -1.3954
C 12.821000 38.713000 43.863000 -0.4 -1.0 0.4 0.4107
C 14.371000 38.585000 47.963000 3.6 -5.2 0.8 -1.0135
C 16.885000 42.051000 46.889000 -2.2 -1.2 -3.2 -1.9955
C 19.245000 39.999000 40.213000 -4.6 0.7 -2.9 0.7792
C 19.658000 38.248000 47.960000 3.1 15.5 -3.3 -1.7277
C 20.330000 40.119000 39.201000 -0.1 6.0 3.5 -1.6236
C 15.817000 37.985000 47.718000 -0.7 -1.6 1.4 0.2946
C 16.316000 33.821000 39.615000 -3.7 -0.2 1.6 -0.9398
C 12.147000 37.550000 48.010000 1.5 3.6 1.8 0.7430
C 23.134000 37.830000 42.610000 0.5 0.0 0.9 -0.9350
C 18.406000 41.505000 41.898000 -0.3 -0.8 1.6 0.5971
C 22.010000 36.149000 41.108000 -1.2 1.5 -3.2 -0.8335
H 13.699000 34.862000 40.820000 0.6 -0.5 0.2 0.2817
H 20.665000 39.318000 38.759000 1.6 -4.5 -2.3 0.5379
H 19.398000 35.829000 36.668000 0.1 2.1 -2.5 0.4310
H 23.927000 37.031000 42.950000 -1.6 1.5 -1.0 0.3441
H 20.705000 38.455000 48.278000 -0.8 0.4 0.4 0.4201
H 17.960000 43.446000 41.829000 -1.5 0.9 0.0 0.4681
H 22.513000 36.695000 40.230000 -0.5 -1.7 0.8 0.2894
H 19.507000 37.038000 39.070000 -1.1 -0.1 -0.6 -0.1437
H 22.268000 40.699000 44.801000 -0.1 0.7 0.2 0.3918
H 18.888000 38.853000 48.610000 1.7 -0.6 -1.5 0.2425
H 18.496000 42.966000 43.492000 -0.4 0.0 -0.1 0.2673
H 22.998000 38.564000 43.500000 -0.1 -1.3 -1.8 0.0646
H 14.268000 33.243000 46.048000 0.4 -1.0 0.1 0.5011
H 15.342000 38.428000 38.087000 -0.2 6.4 -4.1 0.5709
H 20.042000 34.173000 47.275000 -2.0 0.1 0.5 0.2786
H 13.008000 37.053000 45.406000 0.6 0.3 -2.2 -0.4777
H 12.670000 41.145000 42.857000 2.5 2.6 2.4 0.1936
H 16.689000 38.685000 47.748000 -0.9 -0.3 1.3 -0.0073
H 18.119000 39.947000 39.765000 2.7 -0.3 0.3 -0.0663
H 12.169000 36.656000 43.784000 -0.5 -0.5 -0.1 0.4985
H 15.803000 36.938000 48.438000 0.7 3.3 -1.9 0.1304
H 17.488000 41.364000 47.297000 1.3 -3.0 2.4 0.3929
H 10.044000 41.493000 43.013000 -1.7 0.2 2.7 0.4015
H 10.499000 36.653000 48.378000 -2.6 0.2 -0.6 0.4695
H 16.598000 37.962000 44.344000 -0.5 0.9 -0.3 -0.5917
H 22.395000 35.282000 41.458000 3.3 -2.1 1.4 0.4808
H 20.087000 40.908000 38.520000 -0.3 0.2 -0.9 0.3701
H 9.965000 40.586000 41.401000 1.4 1.2 2.3 0.2427
H 13.969000 39.146000 47.290000 -1.7 3.9 -4.5 0.6583
H 18.916000 33.118000 46.628000 -0.6 -2.8 -3.4 0.5135
H 14.781000 37.696000 39.293000 -2.4 0.4 2.8 0.5761
H 10.743000 42.045000 41.724000 1.5 5.9 -3.5 0.6013
H 21.476000 41.563000 43.558000 -0.7 0.5 1.7 0.2774
H 11.456000 35.966000 49.371000 1.6 -2.4 5.4 0.4362
H 19.282000 39.055000 40.716000 0.4 0.2 1.9 0.0032
H 19.327000 40.872000 44.826000 -2.4 1.3 0.8 -0.0653
H 12.412000 40.081000 41.744000 0.8 -0.6 -3.2 0.4341
H 19.531000 37.419000 48.191000 -2.5 -14.0 2.5 0.6548
H 16.343000 42.725000 47.424000 -2.1 1.0 2.3 0.5454
H 18.103000 35.672000 46.616000 3.8 11.8 -10.8 -0.1895
H 17.954000 38.084000 43.402000 -2.1 -0.2 -0.2 0.1185
H 17.599000 42.701000 46.620000 2.8 2.7 -2.2 0.6018
H 20.227000 39.824000 44.159000 0.4 -2.5 -1.3 -0.1280
H 11.595000 37.647000 45.315000 -0.6 -0.2 -2.0 0.3501
H 17.326000 33.633000 39.734000 1.9 -1.1 0.4 0.2504
H 14.189000 33.198000 41.409000 -0.3 1.2 0.1 0.4042
H 16.090000 42.778000 44.086000 0.2 1.6 -0.2 0.1634
H 13.847000 34.721000 45.253000 0.7 -0.2 1.2 0.1046
H 23.491000 38.370000 41.702000 0.4 -0.1 0.8 0.3373
H 18.618000 34.583000 37.505000 0.8 0.1 0.0 0.2906
H 14.692000 41.950000 44.345000 -1.6 -0.5 -0.8 -0.0613
H 21.590000 42.261000 45.433000 -0.7 -1.4 -1.8 0.2874
H 14.806000 43.275000 45.548000 0.9 0.2 -1.1 0.4113
H 16.026000 37.681000 46.715000 -0.8 -0.8 -0.9 -0.6168
H 16.301000 34.468000 38.715000 -0.9 -0.1 0.7 0.1606
H 16.528000 38.646000 42.733000 -1.1 1.2 -0.8 0.2611
H 19.575000 43.463000 42.101000 -1.1 -1.8 0.6 0.2837
H 11.722000 35.755000 47.592000 -0.3 -1.6 0.5 0.2424
H 21.167000 40.652000 39.778000 -0.6 -1.1 -0.7 0.2896
H 20.340000 35.114000 37.946000 -1.1 -0.1 -0.7 0.3152
H 16.695000 36.880000 43.075000 0.4 3.1 0.2 0.3137
H 14.982000 36.750000 37.978000 0.8 0.2 -0.5 0.3454
H 18.653000 33.287000 48.288000 0.9 1.4 -1.8 0.2592
H 17.747000 35.423000 48.140000 0.8 0.6 0.1 0.3017
H 21.109000 35.583000 40.907000 -1.2 1.2 -1.0 -0.0776
H 13.977000 34.591000 47.054000 -0.1 0.5 0.7 0.1816
H 18.833000 35.628000 39.668000 -1.0 -0.8 0.7 0.0947
H 15.601000 32.936000 39.582000 1.5 0.6 -1.0 0.4054
H 14.464000 39.131000 48.837000 -0.8 0.5 2.4 0.5059
H 14.275000 34.610000 42.473000 0.1 0.7 1.7 0.0598
```
Forces are in eV/Å.

Its strongest force on any atom is 18.78 eV Å⁻¹. For the energy above the lowest of the compared OMol25 structures with the same formula, charge and spin, the calculation gives 41.3 kcal/mol. Its charge is +1.

=====

Entry from the OMol25 dataset: 8 unconnected molecules or ions with the total composition C33H71BN2O10 at a distorted geometry (wB97M-V/def2-TZVPD).

```
117
Properties=species:S:1:pos:R:3:forces:R:3:mulliken_charge:R:1
O -5.320436 -0.363843 2.774575 -0.7 -1.3 -2.6 -0.4397
O -1.576900 2.460522 -9.518591 0.0 -0.3 -0.1 -0.5269
O -5.326892 -2.513269 1.431603 1.1 2.0 0.8 -0.4648
O 7.244955 2.765484 3.155519 -0.1 0.0 -0.1 -0.4103
O -9.817493 1.239552 2.692194 0.1 -0.2 -0.1 -0.4802
O 1.975552 -5.083923 0.996855 -0.2 0.3 -0.1 -0.4106
O -3.230299 2.550591 -5.382489 0.2 0.2 0.0 -0.5250
O -0.704491 -8.726604 1.742308 0.2 0.0 0.0 -0.4881
O 5.507229 -2.442226 0.835452 -0.6 -0.3 1.6 -0.3086
O 4.577600 4.918217 4.089349 0.0 -0.2 0.2 -0.5419
N -1.237676 -0.136853 -2.243002 -0.8 -3.3 3.7 -0.4042
N -2.338761 -1.895535 0.175688 3.2 2.7 -4.5 -0.3993
C 5.176232 7.042262 3.118939 0.1 0.1 0.0 -1.2250
C 1.917104 -6.223500 1.848834 -0.1 -0.3 -0.3 -0.1090
C 5.287003 5.533666 3.019672 -0.3 0.3 0.0 0.1668
C 4.917750 -3.769933 0.867476 0.0 -0.1 -0.2 -0.4976
C -4.682596 1.766878 -1.466610 3.1 -3.5 0.8 -0.7629
C 4.658499 0.282808 0.864811 0.4 0.0 0.5 0.2567
C -2.989655 -0.742370 -0.387695 -2.1 1.4 0.0 0.4164
C -0.537210 -1.246157 -1.684318 -1.8 0.7 -0.3 0.4087
C 3.906386 1.615970 1.347195 -0.8 -0.3 -0.6 -0.4083
C -5.213216 0.900841 -0.258364 3.7 -1.4 -1.2 -0.4058
C -2.037021 3.794885 -9.687714 0.0 0.0 0.4 -0.2361
C 0.903606 -1.599259 -2.326484 0.0 0.3 1.5 -0.7551
C 8.489876 3.078831 3.766744 -0.3 -0.1 0.3 -0.2585
C -2.485300 0.116029 -1.571161 -0.7 0.6 0.3 0.3205
C 5.791345 -0.244234 1.918304 -1.2 -0.8 -1.1 -0.3704
C -6.775038 -0.490739 2.927017 -0.5 -0.1 0.8 -0.4747
C -10.268970 2.577874 2.521640 0.0 0.0 0.4 -0.2530
C -4.156181 1.977669 -6.298243 0.1 -0.3 0.3 -0.0400
C -2.920502 -7.982626 2.332448 -0.1 0.1 0.1 -1.0115
C 5.446928 -1.813173 2.161561 1.2 1.6 -0.5 -0.6258
C -5.072296 1.010316 -5.575489 -0.2 -0.1 0.0 -1.0613
C -1.406045 4.697152 -8.646158 0.1 0.2 0.0 -0.8324
C -4.369397 -0.312414 0.273371 -0.6 2.6 -2.2 0.3061
C 2.926521 1.844085 -1.177380 -1.4 0.2 -0.2 -0.5876
C -1.106500 -2.100010 -0.512951 -1.1 1.0 0.0 -0.3742
C -3.326237 1.357896 -2.077659 -2.4 -0.6 2.2 -0.4711
C -9.625696 3.482861 3.553651 0.1 0.2 0.0 -0.9932
C 2.814821 -7.320688 1.313444 0.1 -0.1 0.1 -1.0765
C -1.904837 -8.166399 1.222467 -0.1 -0.3 0.3 -0.1911
C 1.799846 0.912418 -1.888056 0.5 -0.5 0.9 -0.5835
C 1.992680 -0.663742 -1.541254 -0.3 -0.1 -0.1 -0.2698
C 2.617721 1.817393 0.401668 0.3 0.4 0.6 -0.6691
C 8.715114 2.195713 4.977940 0.1 -0.1 0.1 -1.1015
B -5.022571 -1.107952 1.555300 0.4 -0.4 0.5 0.5703
H 1.679758 -5.360990 0.119014 0.1 0.0 0.2 0.2450
H 3.848265 -6.970165 1.242219 -0.1 0.0 0.1 0.2970
H -5.097829 -3.010072 2.247469 -0.5 0.6 -0.6 0.2978
H -4.495151 0.209051 -5.104755 0.0 0.0 -0.1 0.3112
H -0.316074 4.673220 -8.726853 -0.1 0.0 -0.1 0.2735
H -0.461777 -2.991201 -0.158504 -1.2 1.6 -0.6 0.2813
H 4.404020 -1.882875 2.624526 1.4 -0.2 -0.5 0.3329
H 7.915440 2.334075 5.711555 0.1 0.1 0.0 0.3415
H -3.128702 3.803996 -9.605151 0.0 0.2 -0.1 0.2389
H 5.577125 7.394292 4.073187 0.0 -0.1 -0.1 0.3055
H 5.721685 7.528058 2.306289 -0.1 0.0 0.0 0.3352
H 5.711328 0.388851 2.864914 0.4 -1.1 -1.2 0.1685
H 0.879160 -6.563436 1.911368 0.1 -0.2 0.2 0.0528
H 5.527603 -4.439037 0.151957 -0.8 0.9 1.3 0.2427
H 6.550689 2.915469 3.813373 0.1 0.0 -0.2 0.2348
H -1.658355 4.358058 -7.636910 -0.1 0.1 0.0 0.1924
H -1.658987 -7.204716 0.766493 0.1 -0.1 0.0 0.2377
H 0.798684 1.226940 -1.397458 1.5 -0.4 -1.3 0.1415
H -5.793115 0.565460 -6.265847 0.0 0.0 0.1 0.3787
H -3.153167 -8.940821 2.806455 -0.1 0.0 -0.1 0.3277
H 4.540118 2.566893 1.317249 -0.6 -1.4 0.0 0.0331
H -4.734102 2.787894 -6.748349 0.2 0.1 0.1 0.3084
H 3.995409 1.568214 -1.466792 -1.5 0.2 0.5 0.3000
H -2.717549 1.827067 -4.996014 -0.1 0.1 -0.1 0.2704
H 1.194250 -2.694227 -2.084946 -0.7 1.7 -0.5 0.2136
H -2.521523 -7.329457 3.113006 0.0 0.0 -0.1 0.2659
H -3.597457 1.469795 -7.091473 -0.2 -0.1 -0.1 0.1362
H 2.111075 2.804096 0.713095 0.7 -1.4 -0.6 0.3793
H 3.652762 5.190778 4.021543 0.2 -0.1 0.0 0.3127
H -0.927762 -9.580674 2.136012 0.1 0.2 -0.1 0.2751
H -11.359667 2.595431 2.611916 0.0 0.2 -0.1 0.2562
H -9.873431 3.151887 4.566599 -0.1 0.1 0.0 0.3237
H -9.960037 4.515730 3.429904 0.0 0.0 0.1 0.3466
H -7.335394 -0.333978 1.926185 0.8 -0.3 1.7 0.2040
H 1.792959 1.056032 -3.029407 -0.1 -0.2 1.7 0.3523
H 2.784294 -8.200365 1.960502 0.0 0.0 -0.1 0.3421
H 6.832451 -0.161660 1.421258 -1.7 -0.1 1.1 0.2123
H 6.331292 5.221885 3.083636 -0.2 -0.1 0.1 0.1997
H 5.201006 0.379870 -0.141872 -1.1 0.1 1.4 0.0769
H -10.001482 2.898460 1.512485 0.0 -0.2 0.1 0.2809
H 2.507476 -7.614555 0.305442 -0.1 -0.1 0.1 0.3155
H 4.876479 5.172212 2.071583 0.2 0.0 -0.1 0.1163
H 3.496249 1.505841 2.427261 0.9 0.0 -1.7 0.3206
H -1.829528 2.176549 -8.629687 0.1 0.1 -0.2 0.2895
H -2.927049 1.997931 -2.945181 -0.5 -1.3 1.6 0.4340
H -2.293468 -8.829070 0.442805 -0.1 0.1 -0.1 0.2970
H 3.832846 -0.517428 0.712170 1.5 1.2 0.3 -0.2871
H -1.746188 5.728736 -8.766093 0.0 0.0 0.1 0.3100
H 9.672131 2.422610 5.454251 -0.1 0.0 0.0 0.3716
H -7.119488 0.314687 3.671303 0.5 -1.3 -1.2 0.1546
H 8.486976 4.136793 4.049573 0.2 0.0 0.0 0.2685
H 6.289383 -2.240547 2.808923 -1.4 0.2 -0.6 0.3664
H -6.969900 -1.539760 3.352081 -0.2 1.6 -0.7 0.2496
H 1.805641 -0.889358 -0.418756 0.4 0.6 -1.8 0.1810
H -5.263773 2.654020 -1.892666 1.0 -1.5 0.8 0.3753
H 9.278264 2.921711 3.027369 -0.2 0.0 -0.1 0.2993
H 2.730458 2.913958 -1.561640 0.5 -1.6 0.6 0.3463
H -8.536441 3.451475 3.465571 -0.1 0.0 -0.1 0.2394
H -5.616911 1.521563 -4.777396 0.0 0.0 -0.1 0.2059
H -3.845671 -7.547443 1.946990 0.0 -0.1 0.1 0.3153
H 0.938380 -1.428951 -3.454996 -0.3 -0.2 1.6 0.3972
H -1.765205 4.123276 -10.693239 0.0 -0.2 0.0 0.2953
H 8.705069 1.140978 4.690514 0.1 0.1 0.0 0.2355
H -10.065399 0.959636 3.583610 0.1 0.0 -0.2 0.2803
H 3.069866 -1.026531 -1.744302 -1.7 0.6 0.1 0.3234
H 1.858021 0.985743 0.658865 1.2 1.2 -0.5 0.3032
H 3.832671 -3.749065 0.473409 1.7 0.0 0.9 0.1537
H -6.213495 1.186140 0.215017 1.7 -0.6 -0.6 0.1856
H 4.129172 7.357059 3.077414 0.0 0.0 -0.1 0.3531
H 4.970594 -4.132878 1.963225 -0.3 0.1 -1.9 0.2744
H 2.240474 -5.917620 2.846293 0.0 0.2 -0.2 0.3025
```
Forces are in eV/Å.

Its strongest force on any atom is 6.11 eV Å⁻¹. Its SMILES is COCCCCCCCCCc1cnc2c(B(O)OC)cccc2n1.CCO.CCO.CCO.CCO.CCO.CCO.CCO.

=====

no.,HOMO (eV),total energy (hartree),M (g mol⁻¹)
1,-11.5,-2482.05017,720.915
2,-8.4,-2186.44232,666.747